The molecule C5H13NO2 at a distorted geometry. Source: the OMol25 dataset; level of theory: ωB97M-V/def2-TZVPD.

Cartesian coordinates (Å):
C1 -0.160 -2.776 -1.026
N1 -0.745 -1.508 -0.671
C2 0.053 -0.484 0.028
C3 -0.394 -0.159 1.495
O1 0.503 0.936 1.941
C4 0.107 0.788 -0.785
C5 -0.807 2.029 -0.510
O2 1.468 1.152 -0.692
H1 -0.346 -2.959 -2.121
H2 -0.546 -3.706 -0.520
H3 0.930 -2.650 -0.916
H4 -1.616 -1.596 -0.363
H5 1.056 -0.928 0.014
H6 -1.418 0.144 1.696
H7 -0.157 -1.079 2.180
H8 0.149 1.118 2.733
H9 0.009 0.404 -1.908
H10 -1.766 1.961 -0.999
H11 -0.352 3.016 -0.961
H12 -1.031 2.149 0.528
H13 1.735 1.600 0.131

Results
largest force on an atom = 0.1013 Eh/bohr
multiplicity = 1
structure (SMILES) = CN[C@H](CO)[C@@H](C)O
ΔE to the lowest compared entry with this formula, charge and spin = 307.10 kJ/mol
Kohn-Sham gap = 0.3403 Eh
E_LUMO = 0.77 eV

A structure of composition C5H13NO2 at a distorted geometry. Source: the OMol25 dataset; level of theory: ωB97M-V/def2-TZVPD.

Cartesian coordinates (Å):
N1 1.257 -0.443 -0.567
C1 0.235 -0.530 -1.575
C2 -0.632 0.892 -1.571
C3 0.061 1.737 -0.455
C4 0.796 0.681 0.436
C5 -0.058 0.260 1.629
O1 -0.935 1.690 2.195
H1 1.565 -1.222 0.020
H2 -0.459 -1.372 -1.464
H3 0.730 -0.543 -2.542
H4 -1.588 0.466 -1.189
H5 -0.870 1.523 -2.399
H6 0.844 2.350 -0.945
H7 -0.456 2.338 0.243
H8 1.763 1.102 0.829
H9 -1.045 -0.132 1.331
H10 0.293 -0.706 2.215
H11 -0.139 0.890 2.622
H12 -0.763 -3.777 0.293
H13 -0.489 -2.163 0.396
O2 -0.112 -3.041 0.497

Results
largest force on an atom = 0.0955 Eh/bohr
multiplicity = 1
ΔE to the lowest compared entry with this formula, charge and spin = 656.75 kJ/mol
Kohn-Sham gap = 0.3319 Eh
E_LUMO = 0.02 eV

A structure of composition C5H13NO2S at a distorted geometry. Source: the OMol25 dataset; level of theory: ωB97M-V/def2-TZVPD.

Cartesian coordinates (Å):
C1 -1.687 1.688 0.489
C2 0.529 -0.053 -1.797
C3 0.547 -2.297 -0.663
C4 -1.534 0.210 0.630
C5 0.879 -0.832 -0.468
N1 0.231 -0.318 0.732
O1 2.323 0.061 1.920
O2 0.410 1.439 2.638
S1 1.094 0.738 1.570
H1 -1.502 2.163 -0.547
H2 -2.756 1.864 0.806
H3 -0.979 2.215 1.193
H4 0.968 -0.682 -2.569
H5 -0.491 0.057 -1.882
H6 1.130 0.945 -2.015
H7 -0.419 -2.393 -0.160
H8 1.224 -2.884 -0.040
H9 0.483 -2.761 -1.699
H10 -1.886 -0.016 1.574
H11 -1.921 -0.231 -0.275
H12 1.950 -0.813 -0.233
H13 1.407 1.903 0.795

Results
largest force on an atom = 0.0923 Eh/bohr
multiplicity = 1
ΔE to the lowest compared entry with this formula, charge and spin = 338.00 kJ/mol
Kohn-Sham gap = 0.4001 Eh
E_LUMO = 0.65 eV

A cluster of 3 separate species, C5H13NO3 in total at a distorted geometry. Source: the OMol25 dataset; level of theory: ωB97M-V/def2-TZVPD.

Cartesian coordinates (Å):
C1 -1.979 0.429 0.145
C2 0.353 2.119 0.320
C3 -2.169 -0.124 -1.105
O1 0.030 0.790 0.597
H1 -2.005 -0.187 1.033
H2 -2.171 1.479 0.316
H3 1.364 2.361 0.678
H4 0.313 2.345 -0.762
H5 -0.335 2.810 0.829
H6 -2.526 0.502 -1.916
H7 -0.648 -0.185 -1.575
H8 -2.420 -1.178 -1.185
C4 1.261 -1.850 1.392
N1 0.759 -1.630 0.036
C5 1.026 -0.462 -0.599
O2 2.282 -0.029 -0.439
O3 0.443 -0.184 -1.729
H9 2.431 0.680 -1.078
H10 -0.187 -1.943 -0.128
H11 2.348 -1.800 1.385
H12 0.960 -2.847 1.709
H13 0.869 -1.095 2.076

Results
largest force on an atom = 0.0210 Eh/bohr
multiplicity = 1
ΔE to the lowest compared entry with this formula, charge and spin = 363.85 kJ/mol
Kohn-Sham gap = 0.3296 Eh
E_LUMO = 0.83 eV

The molecule C5H13NOS at a distorted geometry. Source: the OMol25 dataset; level of theory: ωB97M-V/def2-TZVPD.

Cartesian coordinates (Å):
C1 -1.435 0.703 -0.474
C2 0.022 0.355 -0.569
C3 0.837 1.142 0.459
C4 0.611 1.196 2.063
S1 2.290 1.603 2.860
N1 0.411 -1.029 -0.728
C5 -0.323 -1.896 -1.715
O1 -1.083 -2.790 -0.923
H1 -1.989 1.099 -1.314
H2 -1.881 -0.223 -0.344
H3 -1.673 1.562 0.134
H4 0.193 0.972 -1.502
H5 0.621 2.260 0.035
H6 1.883 0.879 0.423
H7 -0.097 2.098 2.314
H8 0.189 0.237 2.451
H9 3.002 0.516 2.792
H10 0.526 -1.442 0.163
H11 0.328 -2.306 -2.434
H12 -1.108 -1.321 -2.281
H13 -1.326 -3.616 -1.411

Results
largest force on an atom = 0.0728 Eh/bohr
multiplicity = 1
structure (SMILES) = C[C@@H](CCS)NCO
ΔE to the lowest compared entry with this formula, charge and spin = 295.77 kJ/mol
Kohn-Sham gap = 0.3495 Eh
E_LUMO = 0.77 eV

A cluster of 3 separate species, C5H13NOS in total at a distorted geometry. Source: the OMol25 dataset; level of theory: ωB97M-V/def2-TZVPD.

Cartesian coordinates (Å):
C1 -1.289 1.386 0.160
N1 1.989 1.584 1.422
C2 2.958 0.864 1.546
O1 -1.521 -0.149 -2.926
C3 -1.504 -0.110 0.498
C4 -0.167 -0.776 0.833
C5 0.671 -1.130 -0.398
S1 -0.115 -2.417 -1.355
H1 -1.654 2.029 0.968
H2 -1.920 1.673 -0.671
H3 -0.248 1.676 0.037
H4 2.887 -0.134 2.012
H5 3.931 1.285 1.236
H6 -1.769 -0.610 -3.728
H7 -2.149 -0.073 1.369
H8 -1.879 -0.663 -0.357
H9 0.483 -0.117 1.458
H10 -0.277 -1.719 1.376
H11 0.967 -0.268 -1.012
H12 1.639 -1.557 -0.116
H13 -1.032 -0.775 -2.352

Results
largest force on an atom = 0.0353 Eh/bohr
multiplicity = 1
ΔE to the lowest compared entry with this formula, charge and spin = 667.34 kJ/mol
Kohn-Sham gap = 0.1162 Eh
E_LUMO = -4.39 eV

A cluster of 2 separate species, C5H13NOSi in total at a distorted geometry. Source: the OMol25 dataset; level of theory: ωB97M-V/def2-TZVPD.

Cartesian coordinates (Å):
C1 1.813 -3.090 -0.621
C2 1.332 -1.839 0.029
Si1 1.059 -0.274 -0.710
O1 1.376 1.234 -0.181
C3 1.759 1.650 1.092
H1 2.917 -3.422 -0.447
H2 1.743 -3.026 -1.757
H3 1.232 -3.936 -0.189
H4 1.636 -1.688 1.002
H5 0.351 0.199 -1.983
H6 1.762 2.778 1.060
H7 2.703 1.213 1.450
H8 0.931 1.262 1.768
C4 -3.055 1.615 -1.169
N1 -2.681 0.586 -0.606
C5 -2.262 0.625 0.770
H9 -2.932 2.686 -0.677
H10 -3.277 1.571 -2.247
H11 -1.507 -0.086 0.943
H12 -1.868 1.582 1.031
H13 -3.033 0.360 1.440

Results
largest force on an atom = 0.0658 Eh/bohr
multiplicity = 1
structure (SMILES) = C/C=[SiH]/OC.C=NC
ΔE to the lowest compared entry with this formula, charge and spin = 458.74 kJ/mol
Kohn-Sham gap = 0.3105 Eh
E_LUMO = 0.79 eV

A structure of composition C5H13NP at a distorted geometry. Source: the OMol25 dataset; level of theory: ωB97M-V/def2-TZVPD.

Cartesian coordinates (Å):
C1 1.115 0.943 -1.317
C2 1.680 0.092 -0.196
C3 -0.426 0.863 -1.355
C4 0.562 -0.899 0.229
C5 -2.152 -0.091 0.353
N1 -0.846 0.364 0.073
P1 0.235 -1.113 2.194
H1 1.397 1.929 -0.925
H2 1.642 0.847 -2.254
H3 2.448 -0.572 -0.587
H4 1.922 0.696 0.629
H5 -0.769 1.932 -1.443
H6 -0.962 0.120 -2.068
H7 0.451 -1.734 -0.387
H8 -2.856 0.692 0.752
H9 -2.697 -0.602 -0.362
H10 -2.222 -0.887 1.242
H11 -0.419 0.925 0.821
H12 1.513 -0.968 2.423
H13 0.386 -2.537 2.180

Results
largest force on an atom = 0.1022 Eh/bohr
multiplicity = 1
ΔE to the lowest compared entry with this formula, charge and spin = 230.49 kJ/mol
Kohn-Sham gap = 0.4106 Eh
E_LUMO = -3.25 eV
total charge = +1